The following is a DFT calculation (wB97M-V/def2-TZVPD) of a cluster of 2 separate species, C4H13N in total.

Calculated values
gap between HOMO and LUMO: 9.56 eV
total charge: 0
total energy: -5847.9627 eV
energy relative to the best compared isomer or geometry (same formula, charge and spin): 15.42 kcal per mole
max |F|: 2.15 eV/A
structure (SMILES): CNC.CC
multiplicity: 1
LUMO: 0.0380 Eh

Last column: Mulliken charge in e.
Cartesian coordinates (Å):
C1 2.70297 -3.14465 -0.64458  -0.7799
C2 2.73984 -2.38267 0.68653  -0.8052
H1 1.76266 -3.67306 -0.59110  0.2404
H2 3.43144 -3.96360 -0.64856  0.2514
H3 2.94701 -2.57986 -1.53523  0.3050
H4 2.30287 -2.99398 1.47156  0.2756
H5 3.74145 -2.16500 1.03868  0.2772
H6 2.24936 -1.40824 0.64735  0.2357
C3 -1.93191 1.28206 0.66093  -0.8233
N1 -2.38611 1.87106 -0.55097  -0.2986
C4 -2.27561 3.30724 -0.64296  -0.8476
H7 -0.87973 1.41575 0.87122  0.2725
H8 -2.54234 1.53891 1.54717  0.2945
H9 -2.03724 0.19765 0.72433  0.3148
H10 -3.27436 1.60251 -0.94405  0.2208
H11 -1.22368 3.55135 -0.47400  0.2858
H12 -2.83820 3.94289 0.05446  0.2700
H13 -2.48842 3.60164 -1.67078  0.3110